# 1
A cluster of 2 separate species, C12H13F3N2O2S in total. Source: OMol25; level of theory: ωB97M-V with the def2-TZVPD basis set.

max |F|: 7.978 eV Å⁻¹
HOMO energy: -5.98 eV
E: -1422.64441 Eh
LUMO: -2.254 eV

Atoms and positions in Å:
C -1.67859 -0.91086 1.40656
N -0.43062 -0.15788 1.33170
C 0.81967 -0.90875 1.37220
C -0.43444 1.21245 1.34181
H -1.48600 -1.98204 1.42297
H -2.21872 -0.64125 2.31212
H -2.30242 -0.68448 0.54384
H 0.62800 -1.98014 1.38002
H 1.42507 -0.67196 0.49916
H 1.37694 -0.65075 2.27071
H 0.48268 1.76011 1.35089
H -1.35746 1.74848 1.38260
F -0.47846 -0.27816 6.57896
C 0.39179 0.38702 5.81370
F 1.53055 0.65758 6.45884
F 0.62957 -0.24392 4.66111
S -0.37148 2.00731 5.37852
C 1.04453 2.67989 4.48996
C 0.98710 3.93646 3.96418
C 2.06846 4.47437 3.20314
C 1.96320 5.70402 2.62713
C 0.80970 6.48715 2.78230
C 0.73726 7.73817 2.18953
N 0.68513 8.78857 1.68250
C -0.25448 5.98180 3.54495
C -0.17458 4.75295 4.12371
O -1.45534 2.01936 4.33141
O -0.58498 2.99475 6.49541
H 1.91260 2.06408 4.37573
H 2.96612 3.89168 3.08004
H 2.76556 6.09348 2.02178
H -1.14300 6.58211 3.65705
H -0.99791 4.37185 4.70973

Atoms 1-6, force components in eV/Å:
-0.58 0.05 0.02
-0.02 4.26 0.13
0.54 0.06 -0.07
0.16 -4.59 0.47
0.15 0.19 -0.03
0.02 0.06 0.06

# 2
A cluster of 2 separate species, C12H13N2OS2 in total. Source: OMol25; level of theory: ωB97M-V with the def2-TZVPD basis set.

max |F|: 2.727 eV Å⁻¹
HOMO energy: -2.71 eV
E: -1446.24363 Eh
net charge: -1
LUMO: 2.872 eV

Atoms and positions in Å:
C -3.32526 3.96916 -0.80834
C -3.69759 2.67268 -1.55900
C -2.37480 1.91885 -1.80573
N -1.42403 2.55622 -0.88012
C -0.08091 2.27545 -0.85357
S 0.66805 1.35515 -2.04375
S 0.91261 2.89496 0.35056
C -1.83454 3.87886 -0.42078
H -3.44546 4.84387 -1.45910
H -3.93874 4.12245 0.08275
H -4.31535 2.00701 -0.95037
H -4.24821 2.83923 -2.49169
H -2.49060 0.83399 -1.62764
H -2.07589 1.99604 -2.86458
H -1.26160 4.68612 -0.92341
H -1.64902 3.95416 0.66766
C 2.90167 -5.26079 1.38070
C 3.84861 -4.40565 1.97276
C 3.70965 -3.01834 1.85726
C 2.61115 -2.49884 1.14102
N 2.38384 -1.08754 1.16428
C 1.26901 -0.57094 1.23030
O 0.20970 -0.05516 1.31968
C 1.71062 -3.34936 0.48700
C 1.83602 -4.73492 0.62502
H 3.01496 -6.34568 1.47602
H 4.67571 -4.82544 2.54975
H 4.41343 -2.32738 2.32560
H 0.89394 -2.91931 -0.10992
H 1.10301 -5.40484 0.16765

Atoms 1-6, force components in eV/Å:
0.05 0.31 -0.13
0.19 -0.52 0.31
0.13 0.40 -0.39
0.12 -0.20 -0.34
0.53 -0.22 -0.18
-0.49 -0.91 -0.87

# 3
The molecule C12H13NO. Source: OMol25; level of theory: ωB97M-V with the def2-TZVPD basis set.

max |F|: 6.635 eV Å⁻¹
⟨S²⟩: 2.02
spin multiplicity: 3
HOMO energy (spin up / spin down): -5.45 / -9.06 eV
energy relative to the best compared isomer or geometry (same formula, charge and spin): 0.000 eV
E: -594.88052 Eh
LUMO (spin up / spin down): 0.719 / -1.594 eV

Atoms and positions in Å:
C 3.39497 0.74284 0.70928
C 2.39290 0.80868 1.71293
C 3.19310 0.28660 -0.53503
C 1.15321 0.41415 1.45565
C 1.54929 -0.68148 -2.05495
C 1.87684 -0.30260 -0.84060
C 0.84388 -0.34245 0.23021
C -0.34135 -0.90355 -0.04768
C -1.62215 -0.46583 1.16039
C 0.30237 -1.43284 -2.50808
C -0.69521 -1.67415 -1.31445
C -3.67378 0.85742 1.20925
N -2.69996 0.05669 0.54774
O -1.51961 -0.75211 2.30125
H 4.37751 0.96372 1.10166
H 2.68523 1.44072 2.50598
H 3.86630 0.31706 -1.36606
H 0.40939 0.38949 2.25986
H 2.35780 -0.62725 -2.89423
H -0.09586 -0.77075 -3.20764
H 0.49857 -2.36432 -3.04270
H -0.64571 -2.78006 -0.88891
H -1.81115 -1.46031 -1.46507
H -3.12164 1.76511 1.50251
H -4.70094 1.03936 0.59378
H -4.03317 0.25758 2.04061
H -2.57497 0.18641 -0.47294

Atoms 1-6, force components in eV/Å:
0.58 0.44 3.31
3.67 1.43 -2.07
-3.56 -1.97 -1.99
-3.76 -3.20 -1.47
0.47 -2.70 -6.04
1.67 2.26 5.19

# 4
A cluster of 2 separate species, C12H13NO2 in total. Source: OMol25; level of theory: ωB97M-V with the def2-TZVPD basis set.

max |F|: 1.552 eV Å⁻¹
SMILES: CC(=O)C#Cc1ccccc1.C/C=N/O
HOMO energy: -9.07 eV
energy relative to the best compared isomer or geometry (same formula, charge and spin): 5.047 eV
E: -670.17002 Eh
LUMO: 0.060 eV

Atoms and positions in Å:
C 0.54767 -0.72263 -0.38583
C -0.58573 -1.14315 -0.33845
C 4.50167 0.62934 -0.29920
C 3.45914 1.52163 -0.10628
C 4.23626 -0.70616 -0.55588
C 2.14865 1.08377 -0.15004
C 2.93179 -1.16063 -0.59318
C 1.88148 -0.26696 -0.37874
C -2.49211 1.65602 1.47557
C -2.35796 -2.36995 0.86839
C -2.73032 1.20459 0.07435
C -1.93501 -1.60312 -0.36157
N -1.98374 1.64546 -0.83870
O -2.16220 1.24716 -2.11932
O -2.68860 -1.40127 -1.29336
H 5.52385 0.97436 -0.25569
H 3.66834 2.56502 0.07547
H 5.04548 -1.39920 -0.72867
H 1.32604 1.76826 -0.00928
H 2.71034 -2.19827 -0.79433
H -1.99828 0.86615 2.04873
H -1.84340 2.53007 1.46770
H -3.43824 1.90047 1.96044
H -1.51916 -2.89160 1.32259
H -2.75919 -1.65785 1.59147
H -3.14992 -3.07106 0.60593
H -3.56457 0.51986 -0.10654
H -2.77229 0.47969 -2.17561

Atoms 1-6, force components in eV/Å:
-1.39 -0.67 0.18
1.31 0.67 -0.43
0.06 0.01 -0.02
0.01 0.05 0.02
0.00 -0.06 -0.01
0.03 -0.09 0.00

# 5
The molecule C12H13NO3S. Source: OMol25; level of theory: ωB97M-V with the def2-TZVPD basis set.

max |F|: 3.124 eV Å⁻¹
SMILES: O=C1OC[C@@]2(CO)S[C@@H](c3ccccc3)N[C@@H]12
HOMO energy: -9.09 eV
energy relative to the best compared isomer or geometry (same formula, charge and spin): 1.684 eV
E: -1143.72101 Eh
LUMO: 0.495 eV

Atoms and positions in Å:
O 0.42724 3.46033 -1.72182
O -0.37445 0.32631 -4.27887
O 1.76883 1.80052 -2.48343
S 0.25208 -1.27537 -0.65571
C 0.61592 2.27971 -1.94132
C 0.15600 -0.94416 4.59137
C -1.19500 -1.00272 4.11856
C 1.18731 -0.68809 3.64258
C -1.46794 -0.78717 2.75190
C 0.84729 -0.43026 2.29798
C -0.47372 -0.47662 1.84061
N -0.73879 1.11601 -0.05461
C -0.82240 -0.27993 0.38339
C -0.44090 -0.60882 -3.19766
C 1.71222 0.37282 -2.38399
C -0.41302 1.22314 -1.51613
C 0.28927 -0.03583 -2.00797
H -0.77628 0.03328 -5.10415
H 0.39041 -1.13797 5.65480
H -2.01446 -1.19732 4.85397
H 2.26089 -0.61068 3.88468
H -2.49888 -0.92687 2.40197
H 1.63925 -0.20365 1.63157
H -0.13069 1.68201 0.53695
H -1.85314 -0.60841 0.19989
H -1.49039 -0.84366 -2.90865
H 0.00451 -1.55882 -3.51895
H 2.44427 0.06513 -1.63503
H 2.02114 -0.11585 -3.29957
H -1.32657 1.37295 -2.08234

Atoms 1-6, force components in eV/Å:
0.61 -1.39 -0.64
0.16 0.46 0.46
-1.49 -0.36 0.32
0.64 -0.20 -0.82
-0.59 2.74 1.38
-0.35 -0.09 -1.06

# 6
A structure of composition C12H14As9F54N2. Source: OMol25; level of theory: ωB97M-V with the def2-TZVPD basis set.

max |F|: 5.010 eV Å⁻¹
⟨S²⟩: 0.77
spin multiplicity: 2
HOMO energy (spin up / spin down): 10.73 / 6.34 eV
E: -26090.15796 Eh
net charge: -8
LUMO (spin up / spin down): 12.835 / 12.832 eV

Atoms and positions in Å:
C -1.38535 4.31860 1.74131
N -1.02894 2.94245 1.33814
C -1.94940 1.92122 1.44974
C -1.67905 0.67024 0.88953
C -0.47304 0.40754 0.35190
C 0.53743 1.33670 0.42357
C 0.23518 2.62948 0.92789
C -0.27239 -0.93415 -0.24008
C -1.06297 -1.42638 -1.31234
C -0.74357 -2.70052 -1.79047
N 0.25767 -3.49126 -1.25872
C 0.97394 -3.11166 -0.16173
C 0.73326 -1.79200 0.34505
C 0.56169 -4.86964 -1.81362
H -1.54070 4.20034 2.81367
H -2.17894 4.84486 1.21087
H -0.49074 4.92993 1.62276
H -2.85368 2.38579 1.81423
H -2.47401 -0.05676 0.96641
H 1.46452 1.08728 -0.07109
H 1.02122 3.35264 0.76786
H -1.86889 -0.81082 -1.68378
H -1.28894 -3.20389 -2.57506
H 1.76796 -3.74247 0.20976
H 1.28663 -1.35706 1.16420
H -0.30460 -5.44780 -2.13516
H 1.12819 -5.46427 -1.09697
H 1.28536 -4.67121 -2.60420
As -1.43446 5.75547 -2.29718
F -2.59976 6.52455 -1.08311
F -0.30418 5.46084 -0.98172
F -0.39050 4.82606 -3.42897
F -2.63407 6.19815 -3.61065
F -0.55386 7.36088 -2.51595
F -2.41736 4.27134 -2.02609
As -1.49495 -6.19836 1.27595
F -3.17458 -6.48831 1.69580
F -1.48915 -7.75048 0.54262
F 0.14993 -5.93796 0.72010
F -1.45089 -4.57684 2.02354
F -0.93754 -6.99425 2.74085
F -2.28212 -5.46531 -0.24668
As 4.57989 -2.84338 1.94612
F 5.30797 -1.38480 2.54325
F 5.41158 -3.82740 3.18914
F 3.68124 -4.25634 1.33787
F 3.65804 -1.81581 0.74450
F 5.87938 -3.05345 0.71656
F 3.32649 -2.61570 3.20966
As 4.27002 -6.38278 -2.53215
F 2.71398 -6.53329 -3.45697
F 5.02237 -7.55821 -3.70353
F 5.77708 -6.07935 -1.62560
F 3.37706 -5.19767 -1.46958
F 3.84639 -7.65042 -1.44849
F 4.72060 -5.08566 -3.59401
As 0.30900 1.63521 5.13282
F 1.53894 2.02170 3.83454
F 1.54916 1.66242 6.46947
F -1.00289 1.12980 6.39400
F -1.00457 1.51743 3.89758
F 0.74331 -0.14943 4.90866
F -0.11027 3.38325 5.24311
As 4.10068 3.74546 -1.18655
F 3.76707 2.18931 -0.35316
F 5.34993 2.71440 -2.09520
F 4.46580 5.17088 -2.24471
F 2.82033 4.53439 -0.17942
F 5.34897 4.26771 -0.04632
F 2.77323 3.31115 -2.35828
As -5.84804 1.54682 -0.91887
F -5.20964 0.64540 0.56812
F -6.16153 3.11770 -0.10362
F -6.31857 2.23838 -2.53959
F -5.54792 0.00281 -1.84618
F -7.52017 0.99344 -0.69348
F -4.16644 1.98091 -1.32532
As 1.44082 7.48629 3.09367
F -0.31254 7.81217 3.53067
F 1.78282 9.24603 3.33755
F 3.26081 7.20180 2.79358
F 1.21997 5.68178 3.06576
F 1.07891 7.78351 1.38275
F 1.82749 7.20084 4.81325
As -4.35404 -3.53364 -4.66532
F -5.89695 -2.70722 -5.25053
F -4.35045 -2.52385 -3.16682
F -2.81366 -4.16613 -4.03497
F -4.26179 -4.64569 -6.02224
F -3.44341 -2.42146 -5.73281
F -5.27081 -4.72226 -3.66112

Atoms 1-6, force components in eV/Å:
1.33 -0.42 0.79
0.73 -0.63 -0.66
0.85 0.74 -1.61
-3.63 2.66 2.21
1.28 -3.07 -1.45
-0.25 2.37 0.86